(1)
This record from the OMol25 dataset describes C27H43AuN5OPS as an isolated structure. The level of theory is ωB97M-V/def2-TZVPD.

```
79
Properties=species:S:1:pos:R:3:lowdin_spin:R:1
Au 0.56976 -1.44296 1.46068 0.38
S 2.39153 1.73520 4.22444 0.03
C 3.56973 0.62612 3.68781 0.23
C 3.04237 -0.35824 2.88736 0.03
C 1.65843 -0.24968 2.65947 0.31
C 1.10787 0.85439 3.39329 0.06
C -1.26434 0.70122 3.23587 0.01
C -2.43980 1.46305 3.26956 0.05
C -3.65048 0.83549 3.07859 0.00
C -3.67433 -0.53935 2.86634 0.05
C -2.46685 -1.21087 2.82504 0.00
N -1.29446 -0.60785 2.99921 0.08
H 4.59896 0.73121 3.98457 0.01
H 3.65387 -1.13491 2.45227 0.00
H -2.36619 2.52032 3.47217 0.00
H -4.56920 1.40590 3.10635 0.00
H -4.60014 -1.07706 2.72606 0.00
H -2.41922 -2.27160 2.61066 0.00
N -0.08793 1.36372 3.55123 0.26
P 0.45417 0.62268 -0.40350 0.20
N 1.80239 0.28002 -1.32559 0.03
C 1.96773 0.90210 -2.63998 0.01
C 2.80718 0.00849 -3.54360 0.00
C 4.14191 -0.33650 -2.88865 0.00
C 3.90720 -0.92832 -1.50261 0.00
C 3.07609 0.02949 -0.66464 0.00
N 0.17738 2.25181 -0.26271 0.06
C 0.93130 2.97944 0.75769 0.01
C 0.05373 4.01686 1.43790 0.00
C -0.58478 4.94491 0.40758 0.00
C -1.31051 4.13957 -0.66524 0.00
C -0.37119 3.12176 -1.29772 0.01
N -0.78350 0.18050 -1.44477 0.06
C -0.64325 -1.10676 -2.13815 0.00
C -1.92542 -1.42120 -2.89347 0.00
C -3.09959 -1.64063 -1.92986 0.00
C -2.90019 -0.81836 -0.65404 0.00
C -2.15130 0.46585 -0.96518 0.00
H 2.46842 1.87635 -2.52314 0.00
H 0.98406 1.08578 -3.07671 0.00
H 2.95729 0.50328 -4.50496 0.00
H 2.25275 -0.91519 -3.73671 0.00
H 4.73930 0.57670 -2.78744 0.00
H 4.71288 -1.01979 -3.51900 0.00
H 4.85092 -1.14069 -0.99883 0.00
H 3.35736 -1.87020 -1.59182 0.00
H 3.62619 0.97786 -0.55828 0.00
H 2.89318 -0.36044 0.34321 0.00
H 1.79319 3.47539 0.28792 0.00
H 1.32154 2.27365 1.48599 0.00
H 0.65099 4.58103 2.15611 0.00
H -0.72008 3.49331 2.00128 0.00
H 0.19890 5.54497 -0.06949 0.00
H -1.26576 5.64569 0.89257 0.00
H -1.71885 4.79458 -1.43723 0.00
H -2.14889 3.60128 -0.21306 0.00
H 0.45535 3.64941 -1.79744 0.00
H -0.87746 2.51566 -2.04798 0.00
H -0.42711 -1.90361 -1.41479 0.00
H 0.19692 -1.04296 -2.83165 0.00
H -1.75829 -2.30780 -3.50900 0.00
H -2.14142 -0.59996 -3.58250 0.00
H -3.17362 -2.69637 -1.66687 0.00
H -4.03619 -1.36707 -2.42117 0.00
H -2.31712 -1.40262 0.06046 0.00
H -3.85594 -0.58184 -0.18187 0.00
H -2.09545 1.10923 -0.08374 0.00
H -2.68411 1.03756 -1.73465 0.00
C -0.42300 -4.61771 -0.99013 0.00
C -0.15433 -4.10792 0.42009 0.02
C -0.81200 -5.00293 1.46189 0.00
O -0.64731 -2.79256 0.57031 0.05
H -0.03568 -5.62771 -1.13544 0.00
H 0.04172 -3.97149 -1.73217 0.00
H -1.49874 -4.63472 -1.17503 0.00
H 0.93460 -4.15079 0.58916 0.01
H -1.89007 -5.03429 1.29408 0.00
H -0.63611 -4.60580 2.46129 0.00
H -0.42694 -6.02307 1.42229 0.00
```

Properties
Largest force on an atom   0.99 eV/A
2S+1   3
Charge   0
M   713.7 g mol⁻¹
Total energy   -62010.314 eV
HOMO-LUMO gap (alpha / beta)   0.2840 / 0.2424 hartree
Energy relative to the best compared isomer or geometry (same formula, charge and spin)   0.148 eV
⟨S²⟩   2.05

***

(2)
This record from the OMol25 dataset describes an isolated ion of composition C27H43BClN4O4S2 and charge +1. The level of theory is ωB97M-V/def2-TZVPD.

```
82
Properties=species:S:1:pos:R:3:mulliken_charge:R:1
C -2.34483 1.79083 2.80558 -1.08
C -2.35749 1.51078 1.22985 -0.35
C -1.66768 0.16020 0.83900 -0.56
N -0.22108 0.06197 1.18076 0.92
C 0.78657 0.95646 0.55495 0.50
C 0.93370 1.07440 -0.99740 -1.46
O -0.28384 1.24582 -1.71700 0.03
O -0.37623 0.30255 -2.73012 -0.43
C 2.09081 0.56932 1.43616 0.70
B 3.49070 0.58881 0.60605 0.55
O 3.76791 -0.27717 -0.49088 -0.51
N 4.55580 1.57758 0.98487 -0.36
C 4.56102 2.62636 -0.08510 -0.97
C 5.84125 0.83003 0.87633 -0.94
C 1.79940 -0.91374 1.95458 -1.02
C 2.15311 -1.34501 3.42282 -1.85
C 1.29961 -0.68794 4.56345 0.30
C 1.42327 0.87551 4.68216 -1.00
Cl -0.46836 -1.16669 4.54224 -0.17
C 0.35623 -1.32404 1.34754 0.26
C 0.77748 -2.13354 0.06698 -1.09
C -0.39534 -2.56859 -0.89214 -0.05
C 0.29394 -3.11126 -2.23541 -0.76
S 0.02329 -4.91686 -2.50878 -0.12
C -1.59367 -5.06999 -3.34136 0.04
S -1.95448 -4.39175 -4.79151 -0.12
N -2.59420 -5.83580 -2.62125 0.21
C -3.87187 -5.31612 -2.33997 -0.15
C -4.44567 -6.41260 -1.59555 -0.41
N -3.58512 -7.52031 -1.47162 -0.56
C -2.46460 -7.12026 -2.12511 -0.04
O -1.79134 2.66271 0.61467 -0.06
C -2.75706 3.66156 0.26752 -0.85
C -2.58255 3.95032 -1.27693 0.76
C -3.69006 3.92595 -2.22048 -0.62
C -3.38028 4.17069 -3.64363 -0.49
C -2.01401 4.41115 -4.05631 -0.44
C -0.90289 4.46213 -3.11451 -0.58
C -1.20014 4.22440 -1.71129 -0.19
H -2.82550 2.79189 2.93973 0.42
H -2.83444 0.97810 3.39387 0.35
H -1.26121 1.93454 3.08701 0.13
H -3.45296 1.37206 0.98524 0.50
H -1.90083 -0.03678 -0.23546 0.20
H -2.20568 -0.64730 1.41284 0.56
H -0.17992 0.37753 2.17085 -0.60
H 0.63727 2.02161 0.88204 0.59
H 1.54817 2.00576 -1.19073 0.20
H 1.49873 0.24321 -1.49319 0.25
H -1.33568 0.20768 -2.89363 0.30
H 2.25912 1.39994 2.16156 -0.18
H 3.62314 0.22585 -1.31534 0.34
H 3.52978 3.07313 -0.12968 0.21
H 4.88940 2.23311 -1.08495 0.36
H 5.25353 3.47204 0.17291 0.30
H 5.72840 -0.24793 1.18085 0.31
H 6.64408 1.25870 1.53548 0.29
H 6.25763 0.82085 -0.17446 0.31
H 2.51651 -1.52072 1.33654 0.86
H 2.07913 -2.46578 3.46496 0.38
H 3.22930 -1.08309 3.60131 0.44
H 1.70257 -1.09491 5.53332 0.45
H 0.95518 1.43510 3.83686 0.03
H 0.84204 1.16480 5.60368 0.39
H 2.48229 1.19720 4.89068 0.30
H -0.22399 -2.03577 1.97843 0.94
H 1.24096 -3.09109 0.44696 0.65
H 1.57273 -1.64969 -0.55558 0.09
H -1.01338 -3.40805 -0.47023 0.53
H -1.05839 -1.73017 -1.21165 -0.08
H 1.40666 -2.96286 -2.23004 0.34
H -0.13707 -2.59282 -3.13553 0.26
H -4.27732 -4.32970 -2.62550 0.36
H -5.47428 -6.40709 -1.17334 0.35
H -1.55590 -7.74474 -2.24982 0.34
H -2.57731 4.63248 0.81176 0.26
H -3.82492 3.38662 0.45308 0.45
H -4.73085 3.71928 -1.87279 0.32
H -4.22572 4.13723 -4.37185 0.36
H -1.78696 4.56436 -5.13295 0.35
H 0.15820 4.63740 -3.39576 0.37
H -0.38384 4.23018 -0.94664 0.32
```

Properties
Largest force on an atom   3.99 eV/A
Structure (SMILES)   C[C@H](C[N@@H+]1[C@H](COO)[C@H](B(O)N(C)C)[C@@H](C[C@@H](C)Cl)[C@@H]1CCCSC(=S)n1ccnc1)OCc1ccccc1
Charge   +1
M   598.1 g mol⁻¹
Total energy   -77703.944 eV
HOMO-LUMO gap   0.2777 hartree

***

(3)
This record from the OMol25 dataset describes C27H43BClN4O5PSV as an isolated structure. The level of theory is ωB97M-V/def2-TZVPD.

```
84
Properties=species:S:1:pos:R:3:lowdin_spin:R:1
V 0.72605 -0.01078 -0.11100 1.98
N -2.61242 1.87263 2.40541 0.00
C -1.61678 0.98057 2.11492 0.00
S -1.86898 -0.04335 0.74636 -0.01
N -0.59245 1.01380 2.93431 0.00
N 0.35530 0.06284 2.60115 0.01
C 0.21946 -1.15827 3.00656 0.00
C 1.05711 -2.27734 2.62134 0.00
C 1.50880 -3.15340 3.61038 0.00
C 2.27394 -4.25592 3.28054 0.00
C 2.57896 -4.50003 1.94161 0.00
C 2.11366 -3.67290 0.93935 0.00
C 1.32781 -2.55725 1.26413 0.00
O 0.79494 -1.83842 0.29689 0.01
H -3.21547 2.11853 1.64211 0.00
H -2.34935 2.61343 3.03879 0.00
H -0.61744 -1.30975 3.67691 0.00
H 1.26568 -2.94833 4.64599 0.00
H 2.63754 -4.91870 4.05401 0.00
H 3.19163 -5.35320 1.67793 0.00
H 2.35403 -3.84192 -0.10021 0.00
O 2.21433 2.64538 1.56339 0.00
Cl 3.06257 0.10539 -0.68880 -0.01
O 2.98426 1.06368 -1.87280 0.00
O 3.51806 -1.28490 -1.08489 -0.01
O 0.45709 1.88298 0.47154 0.02
C 2.29586 -0.83653 -6.27412 0.00
C 2.73542 0.43022 -5.55230 0.00
C 1.61238 0.98065 -4.66395 0.00
C 0.74746 -0.15633 -4.08829 0.00
C 1.61255 -1.40538 -3.89466 0.00
C 2.02207 -1.96098 -5.26231 0.00
P -0.18288 0.27176 -2.55015 0.00
C -1.75952 -0.69174 -2.67682 0.00
C -1.59850 -2.12599 -2.14999 0.00
C -2.87640 -2.91208 -2.41155 0.00
C -3.08078 -3.13330 -3.91972 0.00
C -2.36514 -2.05678 -4.73941 0.00
C -2.45983 -0.69756 -4.05639 0.00
C -0.76217 2.01666 -2.60116 0.00
C 0.31457 3.08616 -2.39310 0.00
C -0.35613 4.36170 -1.87596 0.00
C -1.73415 4.58427 -2.51968 0.00
C -1.77904 3.94368 -3.90190 0.00
C -1.65931 2.41566 -3.78656 0.00
H 3.04778 -1.15539 -7.00014 0.00
H 1.39049 -0.61938 -6.85033 0.00
H 3.04700 1.19964 -6.26366 0.00
H 3.60849 0.21245 -4.93387 0.00
H 0.97405 1.65597 -5.24506 0.00
H 2.05632 1.55501 -3.85863 0.00
H -0.02144 -0.39634 -4.83563 0.00
H 1.10151 -2.17522 -3.31321 0.00
H 2.48283 -1.13176 -3.30241 0.00
H 1.23649 -2.62084 -5.64686 0.00
H 2.91430 -2.57924 -5.14004 0.00
H -2.41486 -0.17391 -1.96462 0.00
H -1.34830 -2.11549 -1.08960 0.00
H -0.76352 -2.63137 -2.64024 0.00
H -3.71897 -2.35674 -1.98988 0.00
H -2.84902 -3.86780 -1.88487 0.00
H -4.14806 -3.12371 -4.15728 0.00
H -2.71030 -4.11964 -4.20948 0.00
H -2.78280 -2.00286 -5.74849 0.00
H -1.31137 -2.31957 -4.86407 0.00
H -3.51492 -0.44369 -3.91430 0.00
H -2.06422 0.07687 -4.71614 0.00
H -1.37725 2.01814 -1.68797 0.00
H 0.81402 3.27822 -3.34316 0.00
H 1.08510 2.75977 -1.69874 0.00
H 0.29422 5.21657 -2.07784 0.00
H -0.44965 4.29007 -0.79075 0.00
H -1.96214 5.65126 -2.57189 0.00
H -2.51654 4.13656 -1.89982 0.00
H -0.95448 4.33765 -4.50138 0.00
H -2.69737 4.20066 -4.43688 0.00
H -1.27065 2.00770 -4.72502 0.00
H -2.65416 1.98077 -3.64802 0.00
B 3.29378 2.77981 2.74993 0.00
C 1.36032 1.76615 1.37961 0.00
N 1.48627 0.45821 1.90682 -0.01
H 2.77142 3.54921 3.51793 0.00
H 4.25106 3.24863 2.19718 0.00
H 3.48265 1.68587 3.21091 0.00
```

Properties
Largest force on an atom   0.76 eV/A
2S+1   3
Charge   -1
M   663.9 g mol⁻¹
Total energy   -103904.203 eV
HOMO-LUMO gap (alpha / beta)   0.2772 / 0.2787 hartree
Energy relative to the best compared isomer or geometry (same formula, charge and spin)   0.000 eV
⟨S²⟩   2.02